Record 1
# C44H61IrN7OS2SbSi3Te

A molecular structure, C44H61IrN7OS2SbSi3Te (ωB97M-V with the def2-TZVPD basis set, the Open Molecules 2025 dataset).

Summary:
multiplicity	6
E_LUMO (alpha / beta)	-2.2 / -5.0	eV
net charge	+1
expectation value of S²	8.79

Atoms and positions in Å:
Ir  0.006  -0.068  -0.205
C  -0.133  2.377  5.505
C  0.991  2.951  4.655
N  1.574  1.976  3.746
C  0.980  1.595  2.594
S  1.749  0.320  1.707
N  -0.126  2.219  2.261
N  -0.658  1.812  1.071
C  -1.723  2.412  0.670
C  -2.425  3.508  1.402
C  -2.181  2.040  -0.683
C  -3.339  2.552  -1.249
C  -3.606  2.291  -2.583
C  -2.691  1.565  -3.325
C  -1.578  1.061  -2.679
N  -1.346  1.267  -1.389
H  -0.513  3.130  6.195
H  0.214  1.523  6.089
H  -0.952  2.049  4.864
H  1.802  3.330  5.278
H  0.620  3.781  4.054
H  2.310  1.376  4.082
H  -1.911  3.730  2.332
H  -3.453  3.223  1.619
H  -2.466  4.407  0.784
H  -4.015  3.151  -0.657
H  -4.508  2.671  -3.041
H  -2.842  1.371  -4.377
H  -0.834  0.476  -3.200
C  3.443  -3.720  -1.344
Sb  2.895  -1.843  -0.479
C  0.748  -2.087  -0.070
C  0.231  -2.699  -1.338
C  0.217  -4.053  -1.670
C  -0.449  -4.463  -2.814
C  -1.085  -3.515  -3.597
C  -1.020  -2.185  -3.209
N  -0.365  -1.789  -2.127
Si  0.583  -3.237  1.481
C  0.916  -2.429  3.126
C  1.848  -4.639  1.494
C  -1.090  -4.067  1.456
C  3.638  -0.420  -1.946
C  2.916  0.920  -1.933
C  3.588  1.973  -2.572
C  3.106  3.258  -2.555
C  1.943  3.499  -1.846
C  1.329  2.431  -1.241
N  1.753  1.150  -1.300
Si  5.412  -0.065  -1.169
C  5.182  1.031  0.313
C  6.629  0.757  -2.333
C  6.197  -1.668  -0.581
Si  3.703  -1.139  -3.758
C  5.082  -2.382  -3.999
C  2.019  -1.808  -4.183
C  3.993  0.156  -5.081
H  2.869  -4.485  -0.835
H  4.497  -3.898  -1.150
H  3.251  -3.765  -2.409
H  0.685  -4.776  -1.021
H  -0.486  -5.511  -3.078
H  -1.637  -3.794  -4.483
H  -1.543  -1.426  -3.774
H  1.966  -2.151  3.221
H  0.689  -3.173  3.894
H  0.337  -1.532  3.326
H  2.882  -4.285  1.497
H  1.744  -5.392  0.714
H  1.694  -5.150  2.447
H  -1.824  -3.453  1.978
H  -1.012  -5.026  1.971
H  -1.473  -4.249  0.454
H  4.517  1.765  -3.067
H  3.641  4.053  -3.058
H  1.519  4.487  -1.747
H  0.448  2.604  -0.647
H  4.650  1.952  0.075
H  6.164  1.302  0.705
H  4.623  0.531  1.108
H  6.546  1.842  -2.297
H  6.551  0.446  -3.369
H  7.636  0.500  -1.997
H  5.740  -2.067  0.327
H  7.234  -1.438  -0.327
H  6.222  -2.451  -1.332
H  5.111  -3.205  -3.296
H  6.051  -1.886  -3.970
H  4.977  -2.812  -4.997
H  1.743  -2.745  -3.702
H  1.951  -1.953  -5.263
H  1.273  -1.061  -3.902
H  4.958  0.652  -5.036
H  3.215  0.917  -5.112
H  3.955  -0.389  -6.027
O  -3.255  -1.025  -1.500
S  -2.772  -1.730  -0.274
N  -1.758  -0.811  0.580
Te  -2.205  -0.699  2.897
C  -4.277  -0.696  2.539
C  -4.971  0.494  2.706
C  -6.346  0.530  2.503
C  -7.021  -0.623  2.141
C  -6.328  -1.818  1.994
C  -4.958  -1.858  2.194
C  -2.458  -1.856  4.693
C  -2.359  -1.190  5.910
C  -2.467  -1.899  7.100
C  -2.659  -3.272  7.075
C  -2.749  -3.939  5.861
C  -2.641  -3.234  4.670
H  -4.451  1.386  3.021
H  -6.887  1.457  2.641
H  -8.091  -0.597  1.981
H  -6.856  -2.720  1.718
H  -4.427  -2.793  2.075
H  -2.213  -0.117  5.940
H  -2.403  -1.377  8.044
H  -2.740  -3.824  8.002
H  -2.905  -5.010  5.841
H  -2.718  -3.766  3.731

Löwdin atomic charge list, values in e, 99 entries: 1.0952 -0.0883 -0.2417 -0.0201 -0.7728 0.6263 0.0038 -0.1055 -0.2889 -0.0059 -0.2294 0.0141 -0.0259 -0.0333 -0.1380 -0.0319 0.0753 0.0738 0.0428 0.1155 0.1071 0.1177 0.0698 0.0773 0.0954 0.1160 0.1184 0.1148 0.0932 -0.2615 1.5508 -0.6093 -0.4799 -0.0542 -0.0303 -0.0284 -0.1556 0.0179 0.4138 -0.2286 -0.1934 -0.1805 -0.5160 -0.3925 -0.0817 -0.0248 -0.0303 -0.1375 0.0011 0.4375 -0.1669 -0.1594 -0.1940 0.4769 -0.1604 -0.1599 -0.1650 -0.0184 0.0127 0.0000 0.0910 0.1188 0.1149 0.1080 0.0197 0.0490 -0.0578 0.0251 0.0235 0.0448 -0.0409 0.0507 0.0168 0.0714 0.1223 0.1154 0.0714 0.0405 0.0486 -0.0028 0.0419 0.0168 0.0456 0.0223 0.0472 0.0158 0.0057 0.0353 0.0498 0.0167 0.0530 0.0271 0.0288 0.0412 0.0473 -0.5600 0.7248 -0.7462 1.5977



Record 2
# C44H62IrP2Si

A molecular structure, C44H62IrP2Si at a distorted geometry (ωB97M-V with the def2-TZVPD basis set, the Open Molecules 2025 dataset).

Summary:
E_LUMO	-2.8	eV
net charge	+1

Atoms and positions in Å:
Ir  -1.419  -0.439  0.170
C  -2.327  -0.583  3.765
Si  -1.039  -0.519  2.417
C  0.015  -2.077  2.576
C  -0.063  -2.912  3.693
C  0.670  -4.086  3.764
C  1.492  -4.448  2.707
C  1.570  -3.646  1.578
C  0.828  -2.467  1.494
P  0.847  -1.276  0.095
C  2.543  -0.537  0.187
C  2.827  0.124  1.551
C  4.323  0.140  1.892
C  5.144  0.397  0.636
C  4.988  -0.781  -0.339
C  3.665  -1.536  -0.130
C  0.765  -2.133  -1.555
C  1.283  -3.579  -1.708
C  1.550  -3.912  -3.187
C  0.589  -3.162  -4.100
C  0.866  -1.653  -4.031
C  1.382  -1.236  -2.645
C  -0.029  1.073  2.688
C  0.704  1.316  3.850
C  1.515  2.435  3.966
C  1.609  3.339  2.914
C  0.863  3.139  1.764
C  0.032  2.024  1.660
P  -1.066  1.717  0.244
C  -2.518  2.873  0.325
C  -3.708  2.370  1.154
C  -3.541  2.632  2.648
C  -3.366  4.118  2.921
C  -2.125  4.626  2.202
C  -2.191  4.339  0.701
C  -0.234  2.119  -1.352
C  -0.032  3.585  -1.756
C  0.899  3.657  -2.979
C  0.677  2.496  -3.962
C  -0.761  2.006  -3.865
C  -1.044  1.416  -2.475
H  -1.826  -0.361  4.711
H  -3.113  0.156  3.624
H  -2.808  -1.560  3.845
H  -0.705  -2.645  4.524
H  0.596  -4.720  4.638
H  2.071  -5.361  2.756
H  2.204  -3.962  0.766
H  2.551  0.232  -0.596
H  2.465  1.149  1.530
H  2.287  -0.394  2.344
H  4.501  0.913  2.642
H  4.628  -0.809  2.340
H  4.795  1.325  0.172
H  6.197  0.547  0.878
H  5.041  -0.422  -1.370
H  5.811  -1.485  -0.210
H  3.456  -2.125  -1.019
H  3.760  -2.233  0.705
H  -0.313  -2.165  -1.745
H  2.201  -3.737  -1.150
H  0.536  -4.262  -1.299
H  2.577  -3.638  -3.449
H  1.469  -4.990  -3.335
H  0.680  -3.512  -5.128
H  -0.433  -3.373  -3.787
H  1.612  -1.383  -4.782
H  -0.044  -1.094  -4.272
H  2.469  -1.324  -2.611
H  1.158  -0.184  -2.463
H  0.674  0.602  4.667
H  2.082  2.602  4.873
H  2.256  4.203  2.995
H  0.927  3.862  0.962
H  -2.819  2.853  -0.730
H  -4.600  2.905  0.810
H  -3.869  1.315  0.960
H  -4.410  2.242  3.183
H  -2.658  2.105  3.021
H  -4.250  4.658  2.567
H  -3.280  4.305  3.993
H  -2.017  5.703  2.343
H  -1.243  4.159  2.645
H  -2.999  4.947  0.281
H  -1.274  4.669  0.217
H  0.751  1.650  -1.247
H  -1.003  4.029  -1.985
H  0.407  4.179  -0.957
H  0.732  4.609  -3.487
H  1.937  3.661  -2.638
H  0.903  2.820  -4.978
H  1.360  1.670  -3.743
H  -1.434  2.846  -4.055
H  -0.977  1.256  -4.628
H  -2.113  1.499  -2.268
H  -0.821  0.344  -2.467
C  -3.349  -0.561  -0.582
C  -3.090  -1.943  -1.026
C  -3.074  -2.982  -0.086
C  -2.859  -4.297  -0.483
C  -2.672  -4.594  -1.822
C  -2.663  -3.567  -2.766
C  -2.843  -2.256  -2.372
H  -4.060  -0.484  0.239
H  -3.642  0.173  -1.330
H  -3.259  -2.755  0.959
H  -2.854  -5.088  0.255
H  -2.545  -5.621  -2.137
H  -2.523  -3.799  -3.814
H  -2.830  -1.460  -3.108

Löwdin atomic charge list, values in e, 99 entries: 0.7236 -0.1726 0.4874 -0.2865 -0.0823 -0.0617 -0.0571 -0.0764 -0.3421 1.0211 -0.3859 -0.1877 -0.1813 -0.1898 -0.1730 -0.1967 -0.4038 -0.1822 -0.1732 -0.1849 -0.1649 -0.2069 -0.3008 -0.0811 -0.0565 -0.0641 -0.0993 -0.3670 0.9217 -0.3705 -0.1881 -0.1996 -0.1903 -0.1871 -0.1740 -0.3954 -0.1945 -0.1704 -0.1865 -0.1785 -0.2209 0.0466 0.0108 0.0375 0.0983 0.1112 0.1120 0.0840 0.1063 0.0854 0.0974 0.1127 0.1178 0.1134 0.1110 0.1102 0.1146 0.0846 0.1107 0.0687 0.0766 0.1136 0.1178 0.1154 0.1170 0.0721 0.1173 0.0976 0.1093 0.0648 0.1135 0.1130 0.1140 0.0975 0.1065 0.1291 0.0582 0.1187 0.0834 0.1194 0.1156 0.1191 0.0922 0.1275 0.0811 0.0975 0.1183 0.0851 0.1157 0.1131 0.1148 0.1010 0.1198 0.1088 0.0848 0.0714 -0.2657 -0.3690 -0.0531